{"formula": "C2H10N2", "method": "ωB97M-V/def2-TZVPD", "relative_energy_kj_mol": 160.2, "smiles": "CN.CN", "lumo_energy_ev": 1.050, "symbols": ["C", "N", "H", "H", "H", "H", "H", "C", "N", "H", "H", "H", "H", "H"], "coordinates": [[-2.297217, -0.396291, -2.450439], [-1.105766, 0.250058, -2.899024], [-3.260065, 0.175728, -2.794351], [-2.430992, -1.487293, -2.588939], [-2.444066, -0.269708, -1.305384], [-0.203850, -0.418165, -2.650571], [-0.989955, 0.207106, -4.016409], [1.302334, 0.587576, 2.865824], [2.368470, -0.248316, 2.204280], [0.629649, -0.089346, 3.326606], [1.784192, 1.358951, 3.601287], [0.867639, 1.228567, 2.050818], [3.209274, 0.158006, 1.853408], [2.570353, -1.056873, 2.802893]], "forces_ev_per_a": [[-3.24, 0.52, 2.08], [4.32, -2.15, -2.81], [1.83, -1.14, 0.06], [0.14, 0.49, -0.46], [0.74, -0.10, -1.62], [-2.95, 2.22, -0.42], [-0.83, 0.18, 3.18], [3.33, 2.40, -1.33], [-1.67, -1.20, 1.11], [-0.80, -0.22, 0.41], [-1.12, -1.47, -0.79], [-0.16, -0.80, 0.94], [0.20, 0.64, 0.20], [0.21, 0.65, -0.53]]}

{"formula": "C24H15BrF13NO2", "method": "ωB97M-V/def2-TZVPD", "smiles": "Cc1ccccc1CN1C(=O)c2cc(CCC(F)(F)C(F)(F)C(F)(F)C(F)(F)C(F)(F)C(F)(F)F)cc(Br)c2C1=O", "lumo_energy_ev": -0.393, "symbols": ["C", "C", "C", "C", "C", "C", "C", "C", "N", "C", "O", "C", "C", "C", "C", "C", "C", "F", "F", "C", "F", "F", "C", "F", "F", "C", "F", "F", "C", "F", "F", "C", "F", "F", "F", "C", "C", "Br", "C", "C", "O", "H", "H", "H", "H", "H", "H", "H", "H", "H", "H", "H", "H", "H", "H", "H"], "coordinates": [[-3.142068, 3.888288, -0.274104], [-3.585545, 3.079055, 0.943414], [-4.343325, 3.706742, 1.908024], [-4.754979, 3.035142, 3.046651], [-4.393587, 1.710478, 3.159142], [-3.641459, 1.078140, 2.197714], [-3.209827, 1.738688, 1.065044], [-2.346335, 1.074022, 0.015337], [-3.111071, 0.460260, -1.109562], [-2.547589, -0.876539, -1.221067], [-2.996496, -1.898660, -0.776788], [-1.275677, -0.616792, -2.045339], [-0.090773, -1.302714, -2.138416], [0.877970, -0.805921, -2.995466], [2.251028, -1.471632, -3.142623], [3.298843, -0.611270, -2.355016], [4.225763, -1.399828, -1.417590], [5.457439, -0.806046, -1.511282], [4.416193, -2.677112, -1.808071], [3.868554, -1.298207, 0.101571], [3.759757, 0.027318, 0.354628], [4.924265, -1.731901, 0.812620], [2.522522, -1.976730, 0.508773], [2.087367, -2.856831, -0.413400], [1.582424, -1.005586, 0.553715], [2.513004, -2.717469, 1.878342], [1.317796, -3.354539, 1.941840], [3.430680, -3.698471, 1.929744], [2.569634, -1.802980, 3.139582], [1.324544, -1.309673, 3.305827], [3.409378, -0.767021, 3.019666], [2.923887, -2.565294, 4.473686], [4.227582, -2.453666, 4.712357], [2.299094, -1.913637, 5.469989], [2.497488, -3.817351, 4.501547], [0.663789, 0.342178, -3.738198], [-0.533634, 1.036237, -3.651074], [-0.880094, 2.605624, -4.674259], [-1.478408, 0.553460, -2.788157], [-2.881558, 1.050703, -2.401990], [-3.638831, 1.738515, -3.038179], [-3.581304, 3.474207, -1.189006], [-3.512700, 4.911605, -0.148201], [-2.049135, 3.895926, -0.363307], [-4.583051, 4.756925, 1.748292], [-5.329343, 3.567282, 3.798828], [-4.709955, 1.183063, 4.057875], [-3.395193, 0.028590, 2.358327], [-1.618129, 1.808132, -0.362533], [-1.745612, 0.307743, 0.529230], [0.050269, -2.189501, -1.527810], [2.472140, -1.421774, -4.215569], [2.231815, -2.526448, -2.864796], [3.963053, -0.153631, -3.097827], [2.786134, 0.216706, -1.860532], [1.423265, 0.752190, -4.401606]], "forces_ev_per_a": [[-0.45, -0.16, 0.46], [0.68, 0.33, -1.29], [-0.13, 0.46, 0.13], [0.07, 0.41, -0.44], [-0.61, -0.06, 1.27], [0.31, -0.98, -0.03], [-0.25, 0.43, -0.07], [-0.03, 0.71, 0.78], [-1.24, -0.83, 0.50], [0.72, -0.13, -0.50], [0.62, 1.15, -0.28], [-0.46, 0.00, -0.30], [-0.39, -0.48, 0.32], [1.09, -0.78, -0.16], [-0.57, 0.82, -0.01], [-0.17, -0.79, -0.82], [0.22, 0.99, -0.39], [-0.05, -0.07, 0.28], [-0.30, -0.09, 0.24], [0.51, 0.40, -0.80], [-0.08, -0.12, 0.08], [-0.40, -0.50, 0.14], [-0.17, 0.22, 0.38], [0.60, -0.15, -0.04], [0.05, -0.06, 0.21], [-0.63, -0.59, 0.22], [-0.01, 0.25, -0.07], [0.47, 0.51, -0.18], [-0.57, -0.25, 0.47], [0.15, 0.07, -0.15], [0.10, -0.20, -0.30], [-0.33, 1.17, 0.54], [-0.01, -0.72, -0.25], [0.10, -0.12, -0.13], [0.41, -0.08, -0.26], [-0.12, 0.75, -0.45], [-0.12, 0.22, -0.25], [0.27, -0.41, 0.23], [-1.69, -0.25, 0.58], [0.91, 0.70, -0.71], [0.79, -0.69, 0.98], [0.18, 0.13, 0.10], [0.26, -0.14, -0.21], [-0.21, 0.13, -0.09], [-0.06, -0.18, 0.16], [0.05, -0.28, 0.00], [0.14, -0.13, -0.26], [0.05, 0.15, -0.15], [-0.16, -0.24, -0.09], [-0.21, 0.00, -0.29], [0.14, 0.03, -0.27], [0.23, -0.18, 0.28], [0.02, 0.23, 0.14], [-0.01, -0.09, 0.31], [0.26, -0.25, 0.28], [0.02, -0.29, 0.12]]}

{"formula": "C30H40AsN8O2RuS2", "method": "ωB97M-V/def2-TZVPD", "charge": 3, "relative_energy_kj_mol": 0.0, "lumo_energy_ev": [-8.042, -10.101], "multiplicity": 5, "symbols": ["Ru", "S", "C", "C", "C", "C", "C", "C", "As", "C", "C", "C", "C", "C", "C", "C", "C", "C", "C", "C", "C", "H", "H", "H", "H", "H", "H", "H", "H", "H", "H", "H", "H", "H", "H", "N", "C", "C", "C", "C", "N", "C", "N", "N", "C", "O", "O", "H", "H", "H", "H", "H", "H", "H", "H", "H", "H", "H", "H", "H", "H", "C", "C", "N", "C", "C", "N", "H", "H", "H", "H", "H", "H", "C", "N", "C", "N", "S", "H", "H", "H", "H", "H", "H"], "coordinates": [[0.083191, 0.077696, 1.038620], [1.197077, 2.134158, 1.245129], [0.368915, 3.454685, 0.537299], [0.923119, 4.740876, 0.700725], [0.246627, 5.837551, 0.205468], [-0.973658, 5.673011, -0.443006], [-1.522847, 4.399515, -0.621033], [-0.850230, 3.293159, -0.147635], [-1.500034, 1.494937, -0.348698], [-1.702142, 1.150363, -2.218815], [-2.251235, -0.060410, -2.635319], [-2.398802, -0.310750, -3.989666], [-1.988461, 0.634409, -4.920711], [-1.419561, 1.827129, -4.500697], [-1.268328, 2.090371, -3.146764], [-3.225880, 1.530782, 0.505578], [-3.287973, 2.061035, 1.795834], [-4.485377, 2.031219, 2.496877], [-5.614713, 1.467802, 1.911418], [-5.551708, 0.952363, 0.623268], [-4.356555, 0.979720, -0.086233], [1.863828, 4.858685, 1.222286], [0.662766, 6.827431, 0.332282], [-1.505060, 6.538310, -0.816381], [-2.471320, 4.287580, -1.132496], [-2.557303, -0.810259, -1.917127], [-2.834133, -1.244424, -4.319260], [-2.111704, 0.438531, -5.977251], [-1.093479, 2.559482, -5.226690], [-0.812240, 3.019466, -2.834116], [-2.414069, 2.527058, 2.240932], [-4.545120, 2.465391, 3.486371], [-6.552632, 1.457911, 2.450929], [-6.440726, 0.545632, 0.159472], [-4.322220, 0.601255, -1.099589], [2.282963, -0.876100, 1.144060], [2.446466, -1.759035, -0.031206], [3.869288, -2.256105, -0.258935], [4.883383, -1.164677, -0.658462], [5.741393, -1.580086, -1.849593], [4.880160, -1.725958, -3.020997], [5.266303, -1.600258, -4.276856], [6.558165, -1.616565, -4.609657], [4.341768, -1.433387, -5.228706], [1.856382, -1.040439, -1.263535], [2.228250, -1.374779, -2.386553], [0.997639, -0.132932, -1.010290], [2.949707, -0.107992, 1.089043], [2.495298, -1.379355, 2.000655], [1.801226, -2.627984, 0.137965], [3.811329, -3.022641, -1.033143], [4.212393, -2.773284, 0.639888], [5.554734, -0.944306, 0.171459], [4.377337, -0.228472, -0.917052], [6.244896, -2.525185, -1.626633], [6.504356, -0.825122, -2.049036], [3.866482, -1.710071, -2.841499], [7.254247, -1.947777, -3.963841], [6.848581, -1.451029, -5.558369], [3.374139, -1.325770, -4.970361], [4.557653, -1.593602, -6.197439], [0.590257, -2.570346, 3.646775], [0.215272, -1.185830, 4.041366], [0.063088, -0.131194, 3.247710], [-0.253713, 0.942888, 4.068820], [-0.299594, 0.524550, 5.354637], [0.000937, -0.815815, 5.315595], [0.574244, -2.670520, 2.563947], [-0.100340, -3.298635, 4.072893], [1.588501, -2.821689, 4.011213], [-0.412462, 1.933976, 3.682143], [-0.498856, 1.048004, 6.272810], [0.079908, -1.421395, 6.118829], [-4.100854, -3.840227, 2.284679], [-2.958334, -3.369577, 1.503977], [-2.486415, -2.139202, 1.541307], [-3.014438, -1.249693, 2.368150], [-1.168778, -1.780837, 0.444003], [-4.266094, -4.887039, 2.052105], [-5.001484, -3.282265, 2.023287], [-3.901433, -3.750693, 3.353230], [-2.517117, -4.012457, 0.862865], [-3.860534, -1.457834, 2.877031], [-2.764302, -0.272898, 2.290752]], "forces_ev_per_a": [[0.07, 0.21, 0.22], [-0.04, -0.11, -0.01], [0.00, -0.02, 0.02], [-0.01, 0.01, -0.01], [0.03, 0.00, 0.02], [-0.02, 0.01, -0.01], [0.01, -0.05, 0.00], [-0.04, 0.06, -0.03], [0.02, 0.03, -0.04], [0.00, -0.03, 0.02], [-0.01, 0.01, 0.00], [0.00, -0.01, 0.01], [0.00, 0.00, 0.00], [0.00, 0.01, 0.00], [-0.01, -0.02, -0.01], [0.01, -0.02, -0.02], [-0.01, -0.01, -0.01], [0.01, 0.00, 0.00], [0.00, 0.01, -0.01], [0.00, 0.01, 0.01], [0.00, 0.02, 0.01], [0.00, 0.00, 0.00], [0.00, 0.00, 0.00], [0.00, 0.00, 0.00], [0.00, 0.02, 0.00], [0.00, 0.00, 0.00], [0.00, 0.00, 0.00], [0.00, 0.00, 0.00], [0.00, 0.00, 0.00], [0.00, 0.01, 0.01], [-0.01, 0.00, 0.01], [0.00, 0.00, 0.00], [0.00, 0.00, 0.00], [0.00, 0.00, 0.00], [0.00, -0.01, 0.00], [-0.01, 0.05, -0.02], [-0.04, -0.02, -0.02], [0.02, 0.00, 0.01], [0.02, -0.06, 0.02], [0.02, -0.04, -0.04], [-0.08, 0.13, 0.02], [0.03, -0.07, -0.03], [0.02, -0.04, 0.01], [0.00, 0.00, 0.00], [0.04, 0.05, 0.06], [-0.01, 0.01, -0.02], [-0.10, -0.10, -0.01], [0.01, -0.04, 0.01], [0.01, 0.01, -0.02], [0.01, 0.01, 0.02], [0.00, 0.00, -0.01], [-0.01, -0.01, 0.00], [-0.01, 0.03, 0.00], [-0.01, 0.00, 0.00], [0.02, 0.00, -0.02], [-0.02, 0.02, 0.02], [0.05, -0.03, 0.01], [-0.01, 0.03, -0.01], [0.01, -0.01, 0.00], [0.00, -0.02, 0.01], [0.01, 0.02, 0.00], [0.03, 0.01, 0.00], [0.00, -0.02, -0.01], [0.04, 0.01, -0.07], [-0.05, -0.01, 0.02], [0.02, 0.02, 0.00], [-0.01, 0.00, 0.00], [-0.03, -0.02, 0.00], [-0.01, 0.00, -0.01], [0.00, 0.00, 0.01], [0.01, 0.00, -0.01], [0.00, 0.00, 0.01], [0.00, -0.01, -0.01], [-0.01, 0.02, 0.00], [0.01, -0.01, -0.02], [0.03, -0.02, 0.05], [0.04, 0.05, -0.07], [-0.02, -0.07, -0.09], [0.00, 0.00, 0.00], [0.00, -0.01, 0.00], [0.00, 0.00, 0.00], [0.00, 0.03, 0.01], [-0.01, -0.01, 0.04], [-0.01, -0.03, 0.00]]}

{"formula": "C27H44F6OP2Ti", "method": "ωB97M-V/def2-TZVPD", "charge": 1, "relative_energy_kj_mol": 9.9, "lumo_energy_ev": [-3.490, -3.484], "multiplicity": 2, "symbols": ["Ti", "C", "C", "C", "C", "C", "C", "H", "H", "H", "C", "H", "H", "H", "C", "H", "H", "H", "C", "H", "H", "H", "C", "H", "H", "H", "C", "C", "C", "C", "C", "C", "C", "C", "H", "H", "H", "H", "H", "H", "H", "H", "H", "H", "H", "H", "P", "C", "C", "P", "C", "C", "C", "H", "H", "H", "H", "H", "H", "H", "H", "H", "H", "H", "H", "H", "H", "C", "C", "O", "C", "F", "F", "F", "C", "F", "F", "F", "H", "H", "H"], "coordinates": [[0.310251, -0.486394, 1.277704], [-2.117162, -1.104076, 3.092557], [-1.704315, -2.114492, 2.177081], [0.174822, -1.395461, 3.368002], [-0.979177, -0.642203, 3.797788], [-0.280883, -2.320159, 2.331836], [-3.520658, -0.713835, 3.372988], [-4.151856, -0.799224, 2.481230], [-3.580138, 0.322175, 3.733810], [-3.978011, -1.348903, 4.149230], [-1.028401, 0.216761, 5.005296], [-1.844658, 0.945763, 4.951921], [-0.092033, 0.773004, 5.141303], [-1.186960, -0.383242, 5.915118], [1.404059, -1.622646, 4.173699], [1.226571, -2.432037, 4.905881], [1.697890, -0.738770, 4.748338], [2.250691, -1.933346, 3.552082], [0.508792, -3.469513, 1.809531], [0.431082, -4.338966, 2.480007], [1.573566, -3.211054, 1.733955], [0.164000, -3.783089, 0.818762], [-2.596344, -3.011351, 1.411524], [-2.753431, -3.966689, 1.942255], [-2.162321, -3.254830, 0.431450], [-3.585984, -2.569489, 1.250497], [-1.057336, 1.736518, 0.330820], [-2.125989, 0.900739, 0.472293], [-2.572943, -0.126794, -0.511357], [-1.575297, -0.930723, -1.409270], [-0.237715, -1.397600, -0.956171], [0.919351, -0.592096, -0.890866], [1.026807, 0.897924, -1.148368], [-0.210658, 1.815056, -0.899250], [-3.260332, 0.345161, -1.238572], [-1.453704, -0.300532, -2.320562], [-3.213855, -0.832846, 0.028935], [-0.913677, 1.701565, -1.753357], [-0.917556, 2.534721, 1.064783], [-2.739255, 0.985303, 1.368801], [0.187806, 2.845257, -0.967973], [1.896939, 1.289579, -0.592840], [1.897382, -1.088334, -0.723510], [1.313888, 1.076726, -2.200767], [-2.142616, -1.815967, -1.768202], [-0.067859, -2.489202, -0.921179], [-0.847824, 1.128138, -3.789034], [-1.040743, 2.912571, -4.142253], [-2.036295, 0.430591, -4.988905], [1.449446, -0.821348, -3.955083], [0.782843, 0.820562, -4.555261], [0.755149, -1.807507, -5.382396], [3.055694, -0.566142, -4.853522], [-0.209389, 3.496524, -3.722039], [-1.991219, 3.247529, -3.702773], [-1.069871, 3.021453, -5.234727], [-1.917864, 0.985942, -5.931733], [-3.041904, 0.607510, -4.573581], [-1.884964, -0.645213, -5.149719], [2.848913, -0.253325, -5.889121], [3.597484, -1.520015, -4.858123], [3.655645, 0.201448, -4.348584], [1.453720, 1.646335, -4.267362], [0.666174, 0.818906, -5.654103], [1.361782, -2.722272, -5.440775], [0.867088, -1.248183, -6.324868], [-0.296793, -2.074889, -5.227866], [2.026093, 1.962783, 4.013591], [2.172120, 1.777239, 2.526959], [1.302168, 0.847957, 1.924545], [1.993490, 3.193406, 1.901660], [2.839638, 4.135765, 2.420759], [2.149793, 3.217874, 0.551626], [0.715511, 3.632902, 2.147552], [3.596494, 1.256358, 2.183341], [4.636780, 2.021613, 2.617488], [3.760446, 0.011786, 2.738498], [3.756954, 1.079016, 0.840666], [2.125142, 0.992994, 4.510114], [1.034580, 2.388118, 4.214436], [2.800921, 2.651213, 4.383331]], "forces_ev_per_a": [[-2.58, 0.72, 1.91], [0.99, -0.38, -0.55], [1.16, 0.39, 0.56], [-1.41, -0.79, -0.29], [0.58, -1.24, -0.57], [-0.81, 0.73, 0.99], [-0.48, 0.37, 0.02], [0.05, 0.04, 0.14], [-0.06, -0.25, -0.10], [0.20, 0.13, -0.21], [0.18, 0.68, 0.22], [0.15, -0.10, 0.05], [-0.31, -0.19, 0.05], [0.04, 0.06, -0.28], [0.45, -0.13, 0.35], [0.05, 0.25, -0.27], [-0.02, -0.33, -0.16], [-0.05, 0.12, 0.19], [0.24, -0.41, -0.09], [0.10, 0.16, -0.17], [-0.07, -0.19, -0.03], [0.08, -0.05, 0.17], [-0.35, -0.38, -0.58], [0.11, 0.32, -0.12], [-0.21, -0.03, 0.18], [0.18, -0.13, -0.01], [-0.59, -0.63, 0.67], [1.55, 0.44, 0.16], [-0.50, -0.82, -0.39], [-1.25, -0.06, -0.58], [2.28, 1.27, 0.12], [-1.17, -1.68, -0.57], [0.01, 0.69, 0.48], [0.11, 0.63, -0.57], [0.15, 0.06, 0.30], [0.33, -0.54, 0.71], [0.20, 0.07, -0.08], [0.66, 0.04, 0.77], [-0.05, -0.51, -0.02], [0.08, 0.16, -0.21], [-0.21, -0.44, 0.05], [-0.53, -0.28, -0.13], [-0.61, 0.09, -0.37], [-0.15, -0.41, 0.44], [0.29, 0.40, 0.34], [-0.08, 0.66, 0.27], [-0.13, 0.34, -1.01], [-0.25, -0.03, -0.21], [-0.02, 0.31, -0.27], [0.51, 0.39, -2.35], [-0.41, -0.02, 0.00], [-0.03, -0.27, 0.37], [0.19, -0.21, 0.32], [-0.30, -0.17, -0.10], [0.28, 0.12, -0.21], [0.01, 0.35, 0.26], [-0.27, -0.40, 0.05], [0.26, -0.15, -0.32], [-0.12, 0.38, 0.06], [0.16, -0.10, 0.37], [0.10, 0.30, -0.06], [-0.01, -0.23, -0.15], [-0.13, -0.30, -0.08], [0.32, 0.05, 0.34], [-0.33, 0.10, -0.08], [-0.08, -0.22, 0.34], [0.28, -0.08, -0.10], [-0.19, -0.17, 0.56], [0.58, 0.09, -0.94], [1.46, 1.95, 0.63], [-0.48, 1.27, -0.55], [-0.89, -1.31, -0.50], [-0.02, -0.03, 1.05], [1.11, -0.37, -0.13], [1.33, -0.88, -0.21], [-1.41, -0.61, -0.37], [-0.20, 1.07, -0.31], [-0.11, 0.25, 0.93], [0.04, 0.44, -0.08], [0.33, -0.13, 0.05], [-0.30, -0.28, -0.10]]}

Values for molecular weight, u, ordered as above
62.12, 676.27, 784.83, 608.45
Values for largest force on an atom, eV Å⁻¹, ordered as above
5.587, 1.809, 0.309, 3.288